This record from the Open Molecules 2025 dataset describes a 2-piece molecular cluster, C24H18BF6NO9 overall in a non-equilibrium geometry. The level of theory is the ωB97M-V functional and the def2-TZVPD basis.

Each line ends with the Löwdin charge.
Geometry (Å):
F -3.42 -3.73 0.21  0.090
F -2.85 -2.69 -3.18  0.124
F -2.65 -4.84 -2.57  0.066
F -1.45 -1.08 -1.36  0.095
F -3.56 -1.08 -0.53  0.092
F -1.36 -4.00 -0.65  0.134
O 0.72 2.75 2.57  -0.015
O -5.42 -4.81 -1.56  0.082
O 0.89 -1.98 -0.05  0.027
O -2.19 -1.89 2.01  0.121
O 8.18 -1.94 -1.61  -0.062
O 8.48 -0.62 -3.22  -0.056
O -5.44 -2.93 -2.73  0.161
O 9.82 -2.40 -3.05  -0.065
O 3.79 -2.16 0.32  0.087
N 4.71 0.08 -0.24  -0.157
C 4.24 2.53 2.33  0.083
C -5.82 4.07 0.60  -0.097
C 0.84 -0.92 0.59  -0.268
C 0.68 1.63 2.02  -0.272
C -0.51 -0.41 1.20  -0.006
C 8.87 -1.69 -2.65  -1.030
C -1.72 -1.40 1.00  -0.200
C 6.03 -0.37 0.30  -0.084
C -2.51 -3.25 -0.76  -0.249
C -4.73 3.77 1.56  -0.054
C -5.68 3.55 -0.79  -0.105
C 3.33 1.90 1.84  -0.070
C -2.00 1.24 2.51  -0.122
C -3.40 2.42 -0.21  -0.021
C 2.19 -0.14 0.81  0.051
C 2.06 1.07 1.52  -0.077
C -0.63 0.80 1.89  -0.066
C 4.72 0.16 -1.73  -0.089
C -4.50 2.72 -1.17  -0.081
C -2.31 -1.71 -0.46  -0.265
C -2.39 2.76 2.26  -0.155
C -3.17 -3.58 -2.18  -0.247
C -3.51 2.98 1.18  -0.179
C -4.75 -3.74 -2.16  -0.351
B 3.59 -0.74 0.28  -0.478
H 4.92 3.35 2.66  0.039
H 5.18 -0.75 -2.23  0.102
H 6.60 0.56 0.61  0.086
H -2.49 1.81 -0.44  0.107
H -1.91 1.11 3.63  0.129
H 6.64 -0.97 -0.43  0.064
H 4.28 -2.43 -0.48  0.109
H -2.83 3.14 3.24  0.107
H 5.26 1.12 -2.01  0.094
H 3.64 0.32 -2.06  0.089
H -1.53 3.43 1.99  0.113
H 5.84 -0.94 1.27  0.090
H -4.39 2.30 -2.21  0.094
H -4.83 4.18 2.61  0.092
H -2.88 0.61 2.20  0.112
H -4.98 -5.63 -1.88  0.121
H -6.49 3.80 -1.52  0.078
H -6.68 4.70 0.95  0.082

For the HOMO-LUMO gap, the calculation gives 0.0589 hartree. Its multiplicity is 1. Its charge is -2. The LUMO energy comes out at 0.0735 hartree.

This record from the Open Molecules 2025 dataset describes C42H52BrFN9O3Rb as an isolated structure. The level of theory is the ωB97M-V functional and the def2-TZVPD basis.

Each line ends with the Löwdin charge.
Geometry (Å):
Rb 1.09 -2.90 -1.07  0.822
Br -1.31 -10.31 -0.77  0.624
F -0.14 5.81 0.05  0.042
O 0.85 1.02 -0.88  0.037
O 3.71 -1.28 -0.86  -0.055
O 2.58 -0.92 -2.78  -0.059
N -1.39 -1.38 3.42  -0.172
N 1.49 9.92 0.12  0.057
N 2.19 7.24 -0.41  -0.100
N -2.03 -2.65 -0.58  0.141
N 4.36 3.02 -1.49  -0.051
N -0.35 -2.56 1.63  0.123
N -4.32 -1.93 -0.69  -0.148
N -2.63 -0.78 -1.78  -0.171
N 0.60 -0.63 2.48  -0.145
C -5.30 -1.59 -1.71  -0.067
C 0.22 0.77 2.53  -0.052
C 3.16 -0.58 -1.74  -0.759
C 3.24 3.73 -1.13  -0.129
C -1.78 -6.40 2.61  -0.049
C -2.95 -6.61 0.48  -0.043
C 0.89 3.75 -0.50  0.086
C -0.39 -1.60 2.47  -0.385
C 5.61 3.68 -1.84  -0.200
C -0.96 -3.79 1.95  -0.227
C 0.96 5.10 -0.33  -0.199
C 1.79 -0.88 1.69  -0.073
C 1.32 7.95 -1.33  -0.149
C 5.59 4.26 -3.25  -0.064
C -2.73 -1.84 3.16  -0.054
C -0.57 -4.40 3.13  -0.041
C -2.96 -1.86 -0.98  -0.372
C 4.26 1.65 -1.64  0.034
C -4.89 -2.74 0.36  -0.057
C 2.04 3.05 -0.90  -0.029
C -1.04 -1.17 4.81  -0.071
C 3.14 0.93 -1.48  -0.028
C 3.27 5.13 -0.96  0.069
C -3.02 -4.77 -1.05  -0.041
C 1.92 1.58 -1.09  -0.304
C 0.12 -7.93 -0.07  -0.185
C -0.59 -8.56 -1.07  -0.731
C 2.36 9.14 1.08  -0.087
C -1.82 -4.50 1.04  -0.052
C -0.82 -7.92 -2.28  -0.189
C 0.39 -5.90 -1.48  -0.214
C 2.00 7.68 0.96  -0.150
C -3.02 0.55 -1.36  -0.063
C 2.14 5.81 -0.57  -0.191
C 0.59 -6.63 -0.29  -0.203
C -1.00 -5.69 3.47  -0.080
C -2.32 -3.97 -0.19  -0.249
C -3.33 -6.10 -0.73  -0.068
C 1.65 9.43 -1.30  -0.087
C -2.20 -5.83 1.38  -0.164
C -1.36 -0.83 -2.48  -0.070
C -0.33 -6.62 -2.45  -0.204
H 1.71 10.92 0.18  0.182
H 5.40 3.47 -3.98  0.085
H 0.12 -3.87 3.77  0.113
H 4.80 5.01 -3.36  0.065
H 6.54 4.73 -3.48  0.077
H -0.66 -6.13 4.40  0.100
H -2.92 -2.85 3.51  0.095
H -5.79 -2.50 -2.08  0.089
H 0.98 10.02 -1.92  0.138
H 2.58 -0.20 2.02  0.095
H 6.39 2.93 -1.76  0.121
H 2.13 -1.90 1.84  0.093
H -1.37 -8.42 -3.06  0.083
H -3.86 0.50 -0.68  0.082
H -4.82 -1.08 -2.54  0.083
H -0.01 -0.84 4.88  0.086
H -0.02 3.19 -0.33  0.134
H -0.54 -6.17 -3.41  0.064
H -5.33 -3.66 -0.03  0.092
H -2.90 -1.79 2.09  0.072
H -3.31 1.16 -2.22  0.085
H 1.13 -6.18 0.54  0.069
H -0.51 -0.56 -1.85  0.042
H 2.68 9.61 -1.58  0.140
H -1.21 -1.83 -2.89  0.085
H 2.66 7.10 1.61  0.149
H 1.49 7.58 -2.34  0.150
H 0.25 7.80 -1.10  0.132
H -1.69 -0.40 5.25  0.082
H 3.39 9.33 0.77  0.140
H 5.20 1.17 -1.91  0.148
H -4.15 -3.03 1.09  0.066
H 4.17 5.71 -1.14  0.112
H -3.85 -6.72 -1.44  0.110
H -5.67 -2.16 0.87  0.091
H 1.62 -0.71 0.63  0.031
H -2.19 1.06 -0.86  0.081
H 2.19 9.54 2.07  0.138
H -3.31 -4.37 -2.01  0.123
H -1.39 -0.12 -3.31  0.094
H 5.84 4.45 -1.10  0.112
H 0.97 7.53 1.32  0.134
H -3.43 -1.15 3.65  0.090
H -3.17 -7.64 0.74  0.109
H -6.08 -0.94 -1.29  0.085
H -0.70 0.89 3.10  0.078
H 0.08 1.17 1.52  0.073
H -1.16 -2.09 5.39  0.087
H 1.01 1.34 3.02  0.085
H -2.08 -7.42 2.83  0.111
H 0.52 9.80 0.40  0.183
H 0.28 -8.43 0.88  0.087

For the HOMO-LUMO gap, the calculation gives 0.0871 hartree. Its multiplicity is 1. The calculation puts the relative energy (zero: lowest compared OMol25 entry of this formula, charge and spin) at 15.8 kcal/mol. Its charge is 0. The LUMO energy comes out at -0.0781 hartree.

This record from the Open Molecules 2025 dataset describes an isolated molecule of C2H9N3O in a non-equilibrium geometry. The level of theory is the ωB97M-V functional and the def2-TZVPD basis.

Each line ends with the Löwdin charge.
Geometry (Å):
O -0.31 -0.35 1.52  -0.016
N 2.05 -0.30 -0.08  -0.008
N -0.46 -1.32 -0.59  0.087
N 0.93 0.60 -0.21  -0.085
C -0.32 -0.07 0.12  -0.719
C -1.48 0.86 -0.23  -0.022
H 2.70 0.37 -0.54  0.094
H -1.47 1.72 0.43  0.079
H -1.39 1.18 -1.26  0.077
H -0.96 -1.04 1.68  0.094
H 2.30 -0.42 0.91  0.071
H 1.02 1.42 0.39  0.114
H 0.41 -1.84 -0.49  0.070
H -0.61 -1.14 -1.57  0.082
H -2.42 0.32 -0.09  0.081

For the HOMO-LUMO gap, the calculation gives 0.3850 hartree. Its multiplicity is 1. The calculation puts the relative energy (zero: lowest compared OMol25 entry of this formula, charge and spin) at 31.8 kcal/mol. The SMILES is C[C@](N)(O)NN. Its charge is 0. The LUMO energy comes out at 0.0368 hartree.

This record from the Open Molecules 2025 dataset describes a 7-piece molecular cluster, C29H64ClNO9 overall in a non-equilibrium geometry. The level of theory is the ωB97M-V functional and the def2-TZVPD basis.

Each line ends with the Löwdin charge.
Geometry (Å):
Cl 2.50 1.92 3.07  0.608
O -4.05 -4.41 3.02  -0.162
O -0.31 2.89 -0.77  -0.171
O -0.70 -0.70 1.52  0.033
O -4.37 0.91 -2.61  -0.159
O 1.70 -0.38 0.68  -0.001
O 6.85 -1.32 -5.97  -0.169
O -2.85 0.46 1.96  0.015
O -2.31 3.59 8.83  -0.176
O 2.14 -2.59 -4.33  -0.162
N -0.99 2.21 5.44  -0.039
C -4.38 -0.08 -1.59  -0.266
C 0.83 2.14 -1.19  -0.272
C -1.63 -4.35 2.56  -0.081
C -1.68 4.86 8.90  -0.281
C 5.64 -2.69 -7.62  -0.078
C 3.52 -2.56 -4.01  -0.271
C -0.94 2.61 3.98  -0.226
C 6.03 -1.31 -7.14  -0.280
C 9.01 -1.39 -7.16  -0.084
C -2.92 -5.16 2.60  -0.276
C -0.66 4.02 -1.57  -0.270
C -3.02 -0.29 -0.94  -0.080
C 0.92 1.11 2.53  -0.380
C -3.28 3.30 9.82  -0.278
C -0.93 5.10 10.20  -0.082
C -0.99 3.66 -3.01  -0.069
C 1.31 -1.92 -2.11  -0.086
C -1.52 0.39 2.13  -0.150
C -3.85 -0.62 -4.47  -0.080
C -4.46 4.26 9.81  -0.083
C -4.74 -3.64 0.79  -0.077
C -3.52 0.66 -3.73  -0.289
C 4.05 -3.89 -3.49  -0.078
C -0.50 1.42 2.94  -0.029
C -4.40 -3.28 2.22  -0.270
C 2.11 2.95 -1.24  -0.066
C 1.24 -2.90 -3.27  -0.273
C 0.66 -0.12 1.47  -0.232
C 8.11 -1.98 -6.09  -0.279
H 0.23 -2.87 -3.69  0.115
H -1.82 2.74 5.84  0.083
H -3.72 -1.50 -3.84  0.064
H -4.79 -1.02 -1.97  0.101
H -5.04 -2.75 0.23  0.066
H -1.13 1.17 5.57  0.081
H 2.32 3.39 -0.26  0.078
H 0.95 1.33 -0.47  0.076
H 0.63 1.67 -2.16  0.104
H 6.51 -0.73 -7.93  0.105
H -3.61 -2.53 2.27  0.093
H -4.94 4.27 8.83  0.082
H -0.18 4.32 10.36  0.084
H -3.12 -5.64 1.63  0.105
H -0.79 -4.99 2.27  0.079
H -0.13 3.47 3.87  0.123
H -5.20 3.97 10.57  0.078
H -1.30 4.56 -3.56  0.081
H 3.56 -4.18 -2.55  0.065
H 9.98 -1.90 -7.17  0.078
H -5.55 -4.37 0.75  0.084
H 3.73 -1.75 -3.31  0.109
H 2.29 -1.91 -1.64  0.064
H 7.96 -3.05 -6.26  0.105
H 2.96 2.31 -1.52  0.083
H -3.65 2.29 9.62  0.119
H -2.01 3.02 3.64  0.136
H 1.11 -0.90 -2.46  0.074
H 9.19 -0.32 -6.96  0.083
H -2.79 -5.98 3.32  0.118
H -4.15 5.29 10.03  0.065
H 0.57 -2.17 -1.35  0.074
H -0.96 4.91 8.07  0.116
H -1.60 5.08 11.06  0.065
H -5.08 0.27 -0.82  0.122
H 2.05 3.77 -1.96  0.066
H -2.64 0.65 -0.53  0.072
H 1.40 -3.93 -2.92  0.105
H 5.12 -3.82 -3.30  0.078
H 6.52 -3.28 -7.92  0.067
H -1.69 -3.53 1.84  0.054
H 3.87 -4.69 -4.22  0.081
H -1.81 2.93 -3.04  0.063
H -2.81 3.26 10.81  0.105
H -2.41 5.65 8.72  0.105
H 8.58 -1.46 -8.16  0.065
H -3.89 -4.08 0.26  0.068
H -1.42 -3.91 3.54  0.083
H 0.14 4.77 -1.53  0.105
H 8.61 -1.89 -5.12  0.118
H -3.09 -1.02 -0.13  0.057
H 5.12 -0.76 -6.87  0.117
H 4.05 -2.31 -4.93  0.098
H 5.13 -3.25 -6.83  0.070
H -2.28 -0.65 -1.65  0.069
H -4.89 -0.60 -4.82  0.083
H -1.54 4.47 -1.10  0.120
H 4.97 -2.62 -8.48  0.081
H -3.64 1.51 -4.41  0.118
H -5.28 -2.83 2.69  0.122
H -3.19 -0.73 -5.34  0.079
H -2.47 0.68 -3.41  0.094
H -0.43 6.07 10.18  0.079
H -0.14 3.22 -3.53  0.070

For the HOMO-LUMO gap, the calculation gives 0.2815 hartree. Its multiplicity is 1. The SMILES is NCC1=C(Cl)C(=O)OC1=O.CCOCC.CCOCC.CCOCC.CCOCC.CCOCC.CCOCC. Its charge is 0. The LUMO energy comes out at -0.0659 hartree.